C73H140F30N11O22S10 | ωB97M-V/def2-TZVPD

Calculated values
Net charge: +1
Electronic energy (Ha): -12100.24234
Strongest force on any atom (eV/A): 8.8
Frontier orbital gap (eV): 6.27
2S+1: 1

```
286
Properties=species:S:1:pos:R:3:forces:R:3:lowdin_charge:R:1
H 3.8597 7.8750 -1.5188 -0.09 0.17 0.07 0.063
N 4.4668 -4.5694 -3.3462 0.88 -2.01 -1.21 -0.313
O 5.8827 -2.9553 -2.0640 -1.98 -0.68 -0.21 -0.268
O -8.2909 -1.9319 2.9079 -0.16 0.60 0.79 -0.373
C -10.1371 -2.2792 4.9364 1.55 2.30 -1.41 -0.648
F -10.0743 -3.4875 4.3942 -0.28 0.08 0.15 0.134
H -1.3476 7.0325 -1.1698 0.10 -0.51 0.54 0.091
H 0.1960 5.5610 1.9274 -0.15 0.02 0.27 0.097
C -5.5147 -2.2155 -1.2273 0.47 -0.31 0.81 -0.136
C -1.2786 -5.8189 -3.8751 -0.20 0.27 0.07 -0.233
H 3.8280 -2.4307 -5.2076 -0.56 0.24 -0.16 0.112
F 1.9855 -3.0882 -1.8987 1.17 1.42 -0.31 0.052
H 1.0891 7.3376 3.6785 0.03 -0.98 0.36 0.123
H -0.4472 0.7285 -1.2412 0.17 0.22 -0.05 0.105
H 0.8036 2.0346 -5.8516 -0.04 0.04 -0.47 0.067
N -3.2957 4.7754 4.8489 0.75 0.51 -0.31 -0.208
C 1.3185 1.0740 -5.8367 0.51 0.23 0.68 -0.113
H 2.2919 1.2143 0.2715 -0.12 -0.50 0.00 0.109
H 4.3969 -6.6784 0.0615 0.10 0.08 0.36 0.091
H -0.1824 -0.0354 -6.7511 -0.54 -0.36 0.16 0.104
S -6.8021 0.5524 4.5746 -0.59 -0.96 1.08 0.677
H 3.2073 -7.4329 3.5945 0.32 -0.07 0.20 0.139
F -2.2338 -8.9466 1.8745 -0.35 -0.25 -0.26 0.158
C 4.8257 -7.6022 0.4499 -0.35 -0.39 -0.08 -0.079
H -5.0207 -4.1719 -4.3927 -0.38 0.06 0.15 0.092
N -7.8310 -0.7553 5.0940 2.48 3.74 -0.08 -0.312
H -3.2444 -5.2299 -4.6337 0.04 -0.39 0.09 0.097
H -5.4708 4.5585 2.5742 -0.32 0.46 0.53 0.130
H 3.4648 4.2990 2.4750 -0.43 0.10 -0.16 0.123
H 4.7051 6.4716 -2.0711 -0.06 -0.15 -0.26 0.080
F 10.4313 -0.9293 -2.5224 -0.14 -1.21 0.73 0.154
H -3.5396 4.5558 6.9284 0.57 -0.11 0.20 0.139
C 2.6293 5.5429 -0.3093 -1.60 -0.05 1.06 -0.159
C 9.8564 0.2500 -2.5839 -1.59 -0.19 0.01 -0.714
C 3.2193 -2.4257 -1.9800 1.31 -3.26 0.69 -0.608
C -5.3521 -3.2996 -0.1297 -0.43 0.13 -0.43 -0.123
O -0.5082 -4.8069 4.3965 0.90 -0.16 0.13 -0.291
C 6.4581 -8.8095 1.7227 2.19 1.12 0.49 -0.149
C -4.3984 6.3162 3.4505 -0.68 0.92 -0.29 -0.171
H 2.0441 1.0013 -6.6469 -0.25 0.02 -0.26 0.078
H 0.8604 4.9737 3.5172 -0.04 -0.28 -0.19 0.081
H 1.9289 1.1425 -4.9363 0.03 -0.29 0.24 0.062
N -0.2518 -0.1572 0.6651 1.49 -0.07 -0.07 -0.202
H -3.2347 1.8825 8.0178 0.31 0.02 0.20 0.109
H 6.9025 -9.7367 1.3607 -0.19 0.27 -0.74 0.123
H 2.1662 -8.0486 1.0690 -0.21 -0.40 -0.01 0.093
F 6.2349 4.0257 -0.5933 -0.11 1.29 -0.35 0.142
H 0.4510 -2.8630 -7.1515 -0.25 -0.02 0.29 0.133
H -6.5016 -4.2489 -3.3048 0.25 0.21 -0.12 0.109
H 2.9385 7.3398 5.2671 -0.01 0.06 -0.01 0.135
C 2.9480 -4.6515 3.2988 0.49 -0.13 0.36 -0.232
C -5.0074 2.9696 -0.4617 -1.28 -1.20 -0.54 -0.622
C -4.4504 -2.6463 -2.2412 -0.08 -0.05 0.72 -0.070
H 1.1504 -4.9678 -5.7605 -0.21 0.55 -0.32 0.099
H 3.0216 -9.6275 0.8147 0.01 0.29 -0.26 0.106
C -3.4054 3.8724 6.0899 -1.37 -0.13 -1.23 -0.111
O -3.9572 3.2499 -2.8652 -0.27 0.13 0.82 -0.338
H -5.3671 -1.2664 -0.7120 0.48 0.26 -0.64 0.111
C -3.2338 -5.0298 -2.4601 -0.42 -0.37 -1.04 -0.087
H 0.2067 2.2798 -2.7551 -0.02 -0.07 -0.59 0.063
H -4.1979 5.0662 1.6211 0.61 0.20 0.30 0.092
H 1.7949 4.8422 -0.2788 -0.02 -0.51 0.01 0.081
F -2.8791 -5.2638 6.0607 -0.94 0.67 -0.83 0.112
H 3.6471 7.3977 -3.1834 -0.01 -0.27 -0.02 0.072
H -2.6835 5.9231 -4.9283 0.00 -0.32 -0.01 0.138
H -3.4540 -6.0969 -2.4278 -0.90 -0.02 0.31 0.129
C 4.8548 -3.6036 -6.6420 -0.16 0.11 -0.67 -0.129
H 2.9167 2.6916 -1.4733 0.05 0.09 0.32 0.074
F 3.7958 -7.4085 -4.6082 0.16 0.34 0.31 0.097
O 0.6968 2.6804 4.9349 0.64 -0.24 -0.01 -0.394
H 3.9341 -4.4263 3.7050 0.32 0.17 -0.06 0.111
H -4.3944 3.4473 5.9186 -0.17 -0.27 0.24 0.119
H 4.4626 -5.5290 -7.4615 -0.77 -0.19 0.06 0.116
H -4.0007 6.5846 5.6386 -0.05 0.31 -0.29 0.137
C -5.4825 -4.5849 -3.4959 0.88 -0.35 1.14 0.016
N 7.5112 1.5327 -2.3167 -4.83 6.86 1.25 -0.305
S 5.8875 1.6085 -1.7446 2.64 -1.18 0.27 0.680
C 6.1835 2.7843 -0.1938 -0.52 -2.12 -0.43 -0.663
H 3.0137 4.9840 4.8031 0.11 -0.16 -0.06 0.131
C 2.1014 7.2603 3.2818 -0.21 0.63 -0.54 -0.074
O -1.8333 -3.6769 2.7147 -0.57 -0.40 -0.33 -0.331
H 4.1423 7.6137 4.0367 -0.37 0.52 -0.38 0.132
H 2.4022 -2.6184 3.5384 -0.19 0.33 -0.42 0.088
H 1.5652 3.2497 -3.4650 -0.07 -0.18 -0.07 0.070
C -3.6356 4.0384 3.5090 0.49 0.00 0.59 -0.052
H -2.2412 -3.9383 -4.1496 -0.02 0.39 0.37 0.107
H -0.5894 8.2168 -5.5698 -0.93 -0.20 0.11 0.122
F -4.8430 4.2823 -0.3294 -0.11 0.71 0.21 0.089
H 1.9021 -3.7427 -4.6343 0.15 -0.59 0.10 0.079
H -1.4460 3.1467 6.5526 0.03 -0.17 0.73 0.104
O 6.3992 -5.9607 -2.0725 -1.64 -0.11 -2.47 -0.294
C 3.7615 7.0079 -2.1719 -0.55 0.06 0.98 -0.069
C 2.8875 1.4345 4.2839 -1.25 0.01 2.46 -0.734
H -4.4504 -3.1059 0.4513 0.35 -0.09 -0.31 0.111
H 3.5199 4.9488 -0.1044 0.21 0.36 0.13 0.112
H 4.7742 -6.5713 3.1785 0.06 -0.52 0.35 0.139
C -1.4249 -1.0519 0.3211 -0.43 -0.57 0.82 -0.088
C -1.9452 0.3177 2.3046 1.23 -0.15 0.50 -0.140
F -5.4357 -1.3433 3.2557 0.93 0.34 1.19 0.128
H 2.1945 -5.9122 1.7203 -0.02 -0.25 0.08 0.101
O -7.1538 1.1681 3.3049 0.92 -0.78 0.84 -0.332
H -1.5735 -6.8407 -3.6363 0.13 -0.14 0.30 0.111
H 4.6713 5.6021 4.3999 -0.16 -0.74 0.44 0.142
S -8.8261 -1.0306 3.9360 -3.64 -1.78 -2.95 0.592
H 4.7989 -10.0381 1.9695 -0.24 -0.11 0.89 0.132
C 2.5762 6.0931 -1.7315 1.32 0.54 -0.44 -0.241
S 4.6601 -3.7531 -2.0582 1.84 2.65 4.31 0.567
C 1.1028 2.8672 -2.5550 -0.31 -0.86 0.28 -0.099
S 1.2313 1.3174 5.1943 -0.94 1.30 1.86 0.482
H 1.5235 -0.3386 1.8646 -0.28 -0.03 0.31 0.094
H 5.6743 -3.0241 -7.0670 0.16 -0.08 0.42 0.129
H -3.3721 -0.1225 0.8441 0.10 -0.09 -0.82 0.103
F 3.4048 -1.6968 -0.8909 -0.62 -0.16 -0.52 0.144
H -3.8880 1.1593 6.6107 -0.13 0.39 -0.35 0.074
O 4.4340 -4.5306 -0.8364 -0.64 0.58 -0.69 -0.345
C 1.4540 1.5370 -0.3465 0.17 -0.29 -1.66 -0.131
H 0.2416 5.5760 -4.1566 0.30 0.62 0.24 0.089
C 2.8104 -4.0523 -7.8975 -0.45 -0.77 -0.95 -0.114
F -4.8434 2.3838 0.7316 0.02 0.29 -0.39 0.131
S -3.7634 2.3812 -1.7060 1.40 -1.89 -1.49 0.475
F -6.3048 2.7429 -0.8674 1.84 0.32 0.44 0.116
H 6.4206 -6.6168 1.2602 0.89 -0.18 0.39 0.123
F 10.2220 0.7266 -3.7403 0.06 1.28 -1.63 0.148
H 4.3858 5.7450 2.2366 -0.37 0.48 -0.51 0.148
C 0.9657 -1.4652 -5.5004 0.06 -0.15 0.16 -0.151
C -1.9955 0.3088 7.0727 0.28 0.74 0.23 -0.081
H 2.1526 8.2589 2.8479 0.50 -0.30 -0.94 0.129
C -0.1591 -5.3246 -2.9255 -0.89 -0.31 -0.26 -0.080
C 2.2600 6.5830 0.8122 2.49 -0.08 0.34 -0.079
F 5.2079 2.6810 0.7561 -0.18 0.08 -0.67 0.084
H -2.6979 3.7331 3.0445 -0.08 -0.08 0.11 0.124
O -0.2027 -5.6996 1.5170 -1.82 -1.22 1.43 -0.340
C 3.6070 5.6421 4.1683 0.86 -1.42 0.53 -0.173
N -2.3266 -6.1188 3.3532 1.22 -2.43 -4.19 -0.251
H -1.1543 1.6978 0.8479 -0.18 0.14 0.03 0.105
F -4.2276 -4.0160 4.7067 1.38 -0.59 0.90 0.105
H -1.9866 5.3013 -1.3534 -0.12 0.17 0.24 0.098
C -5.4684 7.7018 -0.9520 -1.47 0.91 -1.10 -0.262
O 5.1219 2.3580 -2.6816 -0.62 1.06 -0.28 -0.316
H 1.2507 -1.6186 0.7267 -0.24 -0.48 0.33 0.088
H -3.7438 8.7229 -1.7657 -0.54 0.31 -0.60 0.115
H -3.4598 -2.3912 -1.8647 0.07 -0.33 -0.10 0.115
H -6.2983 -4.9363 -1.1634 0.01 0.18 -0.25 0.129
C -5.2371 -0.5890 4.3395 -0.91 1.14 1.61 -0.540
H 2.9734 -3.1171 1.8605 0.28 0.58 0.15 0.078
C -2.3929 2.7514 6.1848 0.36 -0.39 0.55 -0.165
H 1.8503 -1.3128 -4.8820 0.29 0.23 -0.34 0.084
H 2.1231 -4.8686 -8.1197 -0.13 0.00 0.26 0.136
O -6.4736 1.4946 5.6474 -0.06 -1.42 -0.86 -0.340
F -5.0986 -1.3053 5.5176 0.15 0.87 -2.51 0.089
H -4.1860 7.0472 -3.5807 -0.23 0.13 0.11 0.132
C 2.0730 2.0403 -1.7013 0.16 0.48 1.06 -0.227
H -0.4358 5.7426 -2.0150 -0.12 0.33 -0.51 0.068
H 2.8734 -5.0473 -5.5124 -0.01 0.15 0.71 0.089
S -1.4840 -6.3593 1.8664 -0.58 -1.84 -2.52 0.706
C 3.8103 -6.9423 2.8304 0.02 -0.76 -0.92 -0.084
C 2.8213 -8.8049 1.5013 0.22 0.46 -0.57 0.000
N -4.5888 -4.2294 -2.2990 0.53 0.68 -0.23 -0.182
H -0.0444 1.4235 2.2141 0.36 -0.48 -0.16 0.111
H 4.8050 -4.4229 -8.6942 -0.24 0.37 -0.07 0.118
H 2.6414 5.2527 -2.4226 -0.37 -0.23 0.17 0.096
C -2.5337 -0.6697 1.2752 -1.99 1.65 0.99 -0.134
H 2.4339 -5.0277 4.1833 -0.63 0.01 -0.20 0.112
H 3.8876 -5.4128 1.5305 -0.42 0.70 -0.37 0.097
H 1.5901 -1.6637 -7.5847 0.30 0.14 0.06 0.127
C 3.2364 7.0500 4.2594 -0.58 1.65 1.11 -0.171
N 2.4076 -3.3499 -6.6406 0.38 0.65 1.47 -0.230
C -1.4261 6.1330 -1.7804 -0.81 0.66 -0.52 0.031
H 2.3647 -9.2727 2.3735 0.27 0.48 0.33 0.110
C 2.3687 -3.3550 2.7356 0.15 -1.05 -0.10 -0.084
C -4.4798 5.0019 2.6721 0.28 -0.02 -0.21 -0.134
S 5.5889 -5.8213 -3.2964 -0.19 -0.05 -1.20 0.715
H 0.8890 -0.4706 -1.1063 0.06 0.14 -0.10 0.116
O 6.2153 -5.9108 -4.6221 -0.80 -0.04 2.07 -0.310
H -5.3573 8.2791 1.0872 0.47 0.90 0.28 0.053
H -0.0030 -4.2459 -2.9419 -0.08 0.10 -0.36 0.056
H -1.7801 -0.1013 6.0860 -0.12 0.19 -0.11 0.055
O -2.4363 2.5413 -1.0965 -0.68 0.76 0.48 -0.362
H 4.7094 -8.3414 -0.3427 -0.71 -0.46 0.38 0.121
H 1.0708 2.4237 0.1586 -0.70 -0.19 0.06 0.085
H -1.1485 4.6248 4.6922 -0.04 -0.09 -0.04 0.069
C -1.8919 5.7059 -4.2112 -0.07 0.16 0.23 -0.061
C -2.9609 -4.2763 5.1389 1.16 0.26 -0.55 -0.560
H -6.1219 -3.3081 0.6419 -0.36 -0.10 -0.32 0.133
C -4.3447 5.8830 4.8787 0.61 -0.19 0.69 -0.116
O 7.7565 -0.5197 -1.0870 1.20 0.24 -2.04 -0.345
C 3.1325 -5.7361 2.2470 0.35 0.13 -0.58 -0.195
F 10.3365 1.0177 -1.6294 0.25 0.51 0.75 0.143
H -5.3412 5.5618 5.1818 0.27 -0.79 0.17 0.151
H 0.6860 3.7066 -1.9985 0.29 0.24 0.30 0.042
H -6.8840 8.5646 0.3946 -0.11 0.10 -0.17 0.080
F 7.2979 2.4542 0.3916 0.73 -0.11 0.26 0.171
F 3.2216 -6.9678 -2.6001 -1.02 0.02 1.22 0.163
H -2.5323 -4.9698 -1.6280 -0.40 1.10 0.25 0.114
C 1.3098 -2.3182 -6.7594 -0.35 0.33 -0.67 -0.109
C -3.7528 6.7270 -2.6331 1.19 0.44 -0.27 -0.045
H -1.6877 -1.0243 -0.7364 0.13 0.43 0.09 0.119
O -4.0463 0.9656 -1.9352 -0.48 1.02 0.37 -0.332
C -5.2939 -4.5783 -0.9372 0.33 -0.64 -0.38 -0.069
H -5.6658 9.7209 -0.1012 0.48 -0.11 0.43 0.083
F -9.9870 -2.3415 6.2348 0.70 -0.43 0.85 0.147
H 0.7857 -5.8112 -3.1675 -0.03 -0.07 0.35 0.066
H -5.7793 6.6765 -0.7511 -0.08 0.07 0.20 0.109
H -0.2657 5.9384 -5.7675 -0.60 -0.61 0.02 0.121
F -4.1190 0.2180 4.2038 -1.15 -1.31 -0.11 0.063
F -11.3020 -1.6940 4.7385 -1.01 -0.34 -0.57 0.122
H 5.0877 -8.8138 3.3731 0.19 -1.18 0.17 0.134
C -1.0995 -8.3004 1.9942 -0.15 1.55 0.75 -0.640
H -6.0799 8.0913 -1.7659 -0.40 -0.54 -0.35 0.113
F 3.3115 -1.7015 -3.0628 -0.88 0.98 -0.60 0.132
O 0.3989 0.3164 4.5831 0.39 -0.55 -1.22 -0.315
H -4.6110 -2.1443 -3.1953 0.17 -0.62 -0.22 0.127
C 6.3225 -7.5873 0.7739 -1.39 0.32 0.43 -0.105
C 0.4098 0.3979 -0.6544 0.12 0.53 2.38 -0.044
H -3.0195 -1.4967 1.7930 0.49 -0.29 -0.11 0.095
F -2.4524 -3.1641 5.7462 -0.80 -0.81 -0.83 0.094
O 7.3957 -0.5505 -3.5804 1.19 0.55 0.98 -0.328
C -1.8605 5.4376 4.8359 -1.15 -1.17 -0.02 0.048
H -1.8833 4.6723 -3.8652 -0.52 0.07 -0.06 0.121
F 3.7750 2.1459 4.9897 -0.08 0.68 -0.04 0.128
H 7.0823 -8.5917 2.5894 0.53 0.40 -0.30 0.117
O -2.4628 -6.3297 0.7749 0.65 0.07 0.85 -0.353
H -0.3943 0.1907 -4.9769 -0.23 -0.32 -0.16 0.102
O -9.6450 0.0725 3.3628 1.32 -1.84 1.84 -0.350
H -0.4912 -5.5386 -1.9096 0.53 -0.22 0.17 0.070
H -1.7548 6.1813 4.0461 -0.31 -0.15 0.05 0.081
C -0.5159 7.7097 -4.6077 1.67 -2.05 0.84 -0.128
H -3.4071 7.6311 -0.6231 0.29 -0.94 0.16 0.100
C -2.9511 1.5309 7.0258 0.42 -0.12 -0.67 -0.196
H -6.4673 -2.1068 -1.7459 -0.31 -0.53 0.38 0.121
H -3.5232 6.9342 3.2495 0.11 -0.21 -0.49 0.101
H -1.3105 8.6416 -2.7955 0.05 -0.39 0.31 0.130
H 0.2176 -1.5538 2.2549 0.17 0.12 -0.13 0.106
C -4.0743 7.7243 -1.4800 2.08 0.02 0.17 -0.201
C 1.0302 5.0892 2.4467 0.76 1.17 -0.06 0.054
O 5.3273 0.3534 -1.2760 0.11 1.81 -0.10 -0.307
C -0.5001 6.1400 -4.7223 -0.73 0.59 -0.39 -0.129
H -2.5130 1.1290 2.7601 -0.79 -0.13 -0.74 0.094
N -2.2204 6.6446 -2.9864 2.21 -0.71 -1.07 -0.205
H 2.7487 -3.3863 -8.7582 -0.19 0.45 0.33 0.136
H 6.9038 -7.5604 -0.1478 0.01 -0.22 0.22 0.113
H 1.2359 4.1327 1.9661 0.31 0.15 0.19 0.089
H -1.6621 5.8778 5.8131 -0.32 0.00 -0.03 0.111
H -1.2100 -2.0820 0.6051 0.67 -0.01 -0.36 0.120
C 4.2496 -7.2370 -3.3355 1.64 1.78 -2.06 -0.703
H -1.6476 -0.2030 3.2147 0.64 -0.20 -0.19 0.100
H 0.3562 -2.0480 -4.8097 -0.45 -0.11 -0.26 0.096
H -5.2551 6.9702 3.2880 -0.07 -0.07 -0.05 0.118
H 5.1924 -4.1827 -5.7824 0.05 0.13 -0.19 0.072
H -1.0371 0.5976 7.5042 0.12 -0.02 -0.04 0.064
H 1.3693 -3.5094 2.3289 -0.21 -0.06 0.48 0.053
H -4.7660 -5.4324 -0.5131 0.24 0.26 0.17 0.118
C -0.7785 0.9590 1.5557 -0.83 -0.35 -0.43 -0.102
C 0.3034 -0.0606 -5.7757 1.09 -0.52 -0.31 -0.216
C -5.8205 8.6809 0.1861 -0.14 -1.58 -0.11 -0.077
H -5.4571 -5.6740 -3.5324 -0.24 0.03 -0.21 0.109
C 3.7361 -2.6369 -6.2740 0.71 -0.71 0.50 -0.077
H -4.0356 5.6844 -2.4873 -0.07 0.00 0.34 0.105
H 1.3700 7.1736 0.5947 -0.13 -0.29 0.16 0.129
H 0.4858 8.0101 -4.3005 -0.10 0.16 0.55 0.107
S 7.9318 0.1426 -2.4019 1.48 -8.57 1.19 0.515
C 0.7533 -1.0066 1.4792 -0.02 0.99 -1.29 0.039
C 2.0252 -4.3628 -5.5222 1.19 0.70 -1.17 0.060
O 1.5400 1.0142 6.5868 0.42 0.68 -1.38 -0.303
N 4.1076 -8.0864 1.7835 0.50 0.48 -1.20 -0.215
C 4.2582 -4.4992 -7.7544 0.89 -0.33 0.60 -0.131
H -2.4314 8.4110 -4.0711 -0.18 0.01 0.03 0.130
F -0.6232 -8.5038 3.2192 0.45 -0.28 -0.08 0.125
C 3.4812 5.3633 2.7099 0.62 -0.81 -0.43 -0.115
H 2.6103 1.2180 -2.1738 -0.48 -0.12 -0.52 0.097
N 2.2295 6.0838 2.2769 -1.68 -0.89 -0.85 -0.202
C 5.1405 -9.0617 2.3130 -2.32 0.12 0.51 -0.135
H -2.0295 2.4424 5.2048 -0.60 -0.37 -0.39 0.095
F -0.2259 -8.7829 1.0867 -0.39 0.64 0.34 0.117
F 4.8459 -8.3323 -2.9951 0.43 -1.67 0.89 0.167
C -1.5901 7.9299 -3.5723 -1.82 1.77 0.40 -0.116
S -1.7446 -4.7578 3.6821 -0.13 5.09 4.59 0.472
H 3.1097 7.2545 0.9358 -0.10 0.51 -0.60 0.125
C -2.5469 -4.9401 -3.8478 0.19 0.65 0.22 -0.197
H 1.6046 6.5702 -1.8596 -0.02 0.24 -0.23 0.080
H 3.8710 -1.7427 -6.8825 -0.73 0.09 0.10 0.142
F 2.7389 1.9762 3.1007 -0.17 0.97 -1.66 0.120
F 3.3873 0.2590 4.1450 0.85 -2.25 -0.55 0.178
H -4.2521 3.1751 3.7595 0.39 -0.16 0.21 0.130
H -0.9375 -5.9043 -4.9068 0.09 0.29 -0.12 0.090
H -2.3683 -0.5186 7.6764 -0.33 0.20 0.04 0.077
```
Forces are in eV/Å.